{
  "formula": "C4H13N2O2",
  "method": "the ωB97M-V functional and the def2-TZVPD basis",
  "elements": ["C", "C", "C", "O", "N", "C", "N", "H", "H", "H", "H", "H", "H", "H", "H", "H", "H", "H", "H", "H", "O"],
  "xyz": [[0.53, 1.47, 1.01], [0.69, 0.00, 1.56], [1.68, -0.90, 0.64], [1.09, -1.94, 0.01], [-0.58, 1.76, 0.06], [-0.60, 0.74, -1.01], [-1.55, 1.17, -2.05], [0.38, 1.96, 1.98], [1.36, 1.69, 0.33], [1.08, 0.00, 2.58], [-0.26, -0.51, 1.47], [2.32, -0.30, -0.09], [2.51, -1.31, 1.28], [-1.53, 1.89, 0.38], [0.39, 0.48, -1.39], [-0.98, -0.13, -0.50], [-2.38, 0.60, -2.02], [-1.15, 1.08, -2.98], [-0.44, -2.32, 0.12], [-1.17, -2.89, -1.13], [-1.37, -2.54, -0.25]],
  "de_lowest_ev": 1.648,
  "charge": -1,
  "e_lumo_ev": 4.1,
  "multiplicity": 1,
  "homo_energy_ev": -2.98
}